1.
ORCA calculation (the ωB97M-V functional and the def2-TZVPD basis) on C16H17N3O in the gas phase.

Atoms and positions in Å:
C  -3.669467  -2.938772  -0.836531
C  -3.144234  -1.684025  -0.238215
C  -3.741817  -0.721677  0.523802
C  -2.751795  0.248260  0.792160
C  -1.604577  -0.191217  0.182150
C  -0.285368  0.418794  0.112717
C  -0.219557  1.817320  0.013614
C  -1.347666  2.644853  -0.090107
N  -2.200226  3.408237  -0.207481
C  1.057121  2.423098  -0.053117
N  1.205470  3.771610  -0.044562
N  2.158622  1.694727  -0.112411
C  2.103519  0.369013  -0.031113
C  0.903741  -0.330435  0.135417
C  0.820515  -1.817195  0.369317
C  2.034843  -2.421547  1.072701
C  3.170003  -2.759422  0.109161
C  3.454284  -1.621364  -0.868375
C  3.462057  -0.262204  -0.174799
O  -1.849544  -1.372279  -0.441020
H  -3.549883  -2.921526  -1.919204
H  -3.124735  -3.801169  -0.453219
H  -4.722528  -3.046111  -0.595777
H  -4.761215  -0.703601  0.850308
H  -2.869689  1.137842  1.375600
H  2.119980  4.130076  -0.256049
H  0.404485  4.355770  -0.211478
H  0.649610  -2.335796  -0.578201
H  -0.056779  -2.002733  0.992996
H  1.726744  -3.338109  1.581371
H  2.381497  -1.729331  1.841733
H  2.914740  -3.659774  -0.454546
H  4.070709  -2.978345  0.687606
H  2.706323  -1.610009  -1.662895
H  4.424509  -1.792577  -1.339114
H  4.063316  0.449608  -0.743773
H  3.929297  -0.349204  0.809491

Atoms 1-2, force components in eV/Å:
C 0.3466 0.1428 -0.0162
C -0.7701 0.1556 0.3521

Calculated values
Orbital gap, Ha: 0.312
E_HOMO, eV: -8.229
Total energy, eV: -23386.052
Net charge: 0
Energy relative to the best compared isomer or geometry (same formula, charge and spin), kcal per mole: 11.6
M, g mol⁻¹: 267.3

How positive or negative is each atom? The natural (NBO) charges in e answer that: number 1, C, carries -0.653; number 2, C, carries 0.311; number 3, C, carries -0.322; number 4, C, carries -0.243; number 5, C, carries 0.214; number 6, C, carries 0.060; number 7, C, carries -0.290; number 8, C, carries 0.283; number 9, N, carries -0.335; number 10, C, carries 0.452; number 11, N, carries -0.788; number 12, N, carries -0.500; number 13, C, carries 0.288; number 14, C, carries -0.105; number 15, C, carries -0.425; number 16, C, carries -0.398; number 17, C, carries -0.393; number 18, C, carries -0.403; number 19, C, carries -0.439; number 20, O, carries -0.404; number 21, H, carries 0.229; number 22, H, carries 0.226; number 23, H, carries 0.231; number 24, H, carries 0.230; number 25, H, carries 0.240; number 26, H, carries 0.406; number 27, H, carries 0.404; number 28, H, carries 0.214; number 29, H, carries 0.224; number 30, H, carries 0.212; number 31, H, carries 0.199; number 32, H, carries 0.201; number 33, H, carries 0.202; number 34, H, carries 0.201; number 35, H, carries 0.214; number 36, H, carries 0.237; number 37, H, carries 0.218



2.
ORCA calculation (the ωB97M-V functional and the def2-TZVPD basis) on C16H17N3O2PdS2Te as an isolated structure.

Atoms and positions in Å:
Pd  1.474184  -0.611127  1.035513
C  -3.591983  -4.151482  -3.806098
C  -2.822312  -3.053779  -3.129293
C  -2.316733  -1.985304  -3.858953
C  -1.567877  -0.988041  -3.250158
C  -1.317926  -1.063319  -1.886815
C  -1.835162  -2.105597  -1.133581
C  -2.583854  -3.088460  -1.757927
S  -0.233625  0.152932  -1.216425
O  -0.506281  1.389482  -1.905787
O  1.118034  -0.395222  -1.388182
N  -0.524690  0.119072  0.344452
C  -0.528430  1.314006  1.097737
C  -1.130931  2.509435  0.709581
C  -1.017260  3.592379  1.557387
C  -0.309203  3.471852  2.755823
C  0.249257  2.244578  3.048570
N  0.133108  1.184422  2.249800
H  -4.038622  -3.809004  -4.736922
H  -4.388932  -4.531344  -3.166938
H  -2.939709  -4.992915  -4.045021
H  -2.511126  -1.925230  -4.923327
H  -1.191273  -0.155267  -3.823511
H  -1.680608  -2.117630  -0.061974
H  -3.003001  -3.892407  -1.166085
H  -1.652330  2.579535  -0.229979
H  -1.475443  4.532761  1.281698
H  -0.196872  4.301000  3.437582
H  0.823525  2.092498  3.956152
Te  3.619394  -0.821584  2.408467
C  3.866075  1.217243  2.552593
C  3.479773  2.160120  1.636178
C  3.755110  3.480276  2.060442
C  4.339842  3.520284  3.295459
S  4.477270  1.964866  3.971440
H  3.008387  1.907955  0.687700
H  3.548191  4.356247  1.465992
H  4.661684  4.391640  3.836010
N  1.194805  -2.938811  0.621066
H  1.394354  -2.962464  -0.378440
H  0.307605  -3.412531  0.763749
H  1.913587  -3.481065  1.092022

Atoms 1-2, force components in eV/Å:
Pd 0.0310 -0.3082 0.6638
C -0.0771 -0.0656 0.0368

Calculated values
Orbital gap (alpha / beta), Ha: 0.288 / 0.222
E_HOMO (alpha / beta), eV: -7.620 / -8.039
Total energy, eV: -57875.334
Net charge: 0
2S+1: 3
M, g mol⁻¹: 581.5

How positive or negative is each atom? The natural (NBO) charges in e answer that: number 1, Pd, carries 0.654; number 2, C, carries -0.629; number 3, C, carries -0.006; number 4, C, carries -0.215; number 5, C, carries -0.184; number 6, C, carries -0.269; number 7, C, carries -0.219; number 8, C, carries -0.209; number 9, S, carries 2.301; number 10, O, carries -0.954; number 11, O, carries -1.001; number 12, N, carries -1.003; number 13, C, carries 0.364; number 14, C, carries -0.278; number 15, C, carries -0.147; number 16, C, carries -0.296; number 17, C, carries 0.053; number 18, N, carries -0.501; number 19, H, carries 0.218; number 20, H, carries 0.218; number 21, H, carries 0.223; number 22, H, carries 0.212; number 23, H, carries 0.239; number 24, H, carries 0.235; number 25, H, carries 0.209; number 26, H, carries 0.247; number 27, H, carries 0.216; number 28, H, carries 0.220; number 29, H, carries 0.196; number 30, Te, carries 0.328; number 31, C, carries -0.563; number 32, C, carries -0.254; number 33, C, carries -0.256; number 34, C, carries -0.417; number 35, S, carries 0.478; number 36, H, carries 0.243; number 37, H, carries 0.232; number 38, H, carries 0.241; number 39, N, carries -1.076; number 40, H, carries 0.396; number 41, H, carries 0.382; number 42, H, carries 0.376



3.
ORCA calculation (the ωB97M-V functional and the def2-TZVPD basis) on C16H17N5O3 in the gas phase.

Atoms and positions in Å:
C  -2.491429  -2.545574  -2.613829
C  -1.266886  -1.629801  -2.447952
C  -0.050012  -2.462753  -2.084891
C  -1.576097  -0.455061  -1.472974
C  -0.657859  0.713272  -1.697243
N  0.631062  0.663922  -1.481924
C  1.097184  1.902505  -1.876523
C  2.427232  2.405952  -1.902930
C  2.607525  3.748636  -2.351991
C  1.529660  4.559057  -2.699494
C  0.235357  4.045240  -2.642337
C  0.014364  2.700778  -2.247548
O  -1.115647  1.922258  -2.149246
N  -1.593274  -0.859051  -0.060645
C  -0.578206  -0.718594  0.875855
C  -1.064085  -1.246644  2.024640
C  -0.364881  -1.237743  3.333363
C  0.721024  -0.444685  3.641657
C  1.353555  -0.397925  4.950842
O  2.149797  0.519026  5.197426
N  1.145285  -1.280965  5.995523
O  1.649612  -1.070091  7.297205
N  -2.349070  -1.694976  1.791648
N  -2.637438  -1.517896  0.529464
H  -3.390794  -1.982264  -2.778220
H  -2.356187  -3.252375  -3.436490
H  -2.566868  -3.140618  -1.684790
H  -1.090553  -1.198042  -3.448712
H  0.119062  -3.175386  -2.884802
H  0.824997  -1.862572  -2.006413
H  -0.192045  -3.021689  -1.128952
H  -2.587080  -0.074703  -1.702260
H  3.289856  1.795328  -1.632551
H  3.619123  4.122768  -2.391312
H  1.646557  5.614490  -2.927434
H  -0.593632  4.665060  -2.918679
H  0.381892  -0.224923  0.753721
H  -0.771049  -1.836684  4.145537
H  1.154142  0.282018  2.970216
H  0.556521  -2.110713  5.812885
H  2.139284  -0.218584  7.350158

Atoms 1-2, force components in eV/Å:
C 0.7761 -0.4870 0.9357
C -0.4272 -0.1446 -0.6231

Calculated values
Orbital gap, Ha: 0.334
E_HOMO, eV: -9.044
Total energy, eV: -30457.648
Net charge: 0
Energy relative to the best compared isomer or geometry (same formula, charge and spin), kcal per mole: 82.5
M, g mol⁻¹: 327.3

How positive or negative is each atom? The natural (NBO) charges in e answer that: number 1, C, carries -0.606; number 2, C, carries -0.202; number 3, C, carries -0.621; number 4, C, carries -0.095; number 5, C, carries 0.518; number 6, N, carries -0.487; number 7, C, carries 0.121; number 8, C, carries -0.218; number 9, C, carries -0.209; number 10, C, carries -0.215; number 11, C, carries -0.234; number 12, C, carries 0.226; number 13, O, carries -0.407; number 14, N, carries -0.182; number 15, C, carries -0.065; number 16, C, carries 0.065; number 17, C, carries -0.154; number 18, C, carries -0.276; number 19, C, carries 0.568; number 20, O, carries -0.647; number 21, N, carries -0.322; number 22, O, carries -0.540; number 23, N, carries -0.231; number 24, N, carries -0.044; number 25, H, carries 0.209; number 26, H, carries 0.215; number 27, H, carries 0.219; number 28, H, carries 0.212; number 29, H, carries 0.218; number 30, H, carries 0.231; number 31, H, carries 0.210; number 32, H, carries 0.248; number 33, H, carries 0.230; number 34, H, carries 0.219; number 35, H, carries 0.226; number 36, H, carries 0.225; number 37, H, carries 0.258; number 38, H, carries 0.209; number 39, H, carries 0.234; number 40, H, carries 0.389; number 41, H, carries 0.506



4.
ORCA calculation (the ωB97M-V functional and the def2-TZVPD basis) on C16H17N5O3S in the gas phase.

Atoms and positions in Å:
C  -3.141743  -2.675112  0.282787
O  -2.017490  -3.038102  -0.490193
C  -0.802015  -2.548359  -0.153517
C  -0.538825  -1.701013  0.918353
C  0.759492  -1.289140  1.174842
C  1.814834  -1.700625  0.378294
C  3.231157  -1.243540  0.613475
N  3.701469  -0.523291  -0.563520
S  3.526892  1.133648  -0.474541
O  3.973946  1.636805  0.796433
O  4.115928  1.672163  -1.662493
C  1.746477  1.299203  -0.530843
C  1.019466  0.664063  -1.518258
C  -0.357290  0.772682  -1.497757
C  -0.977918  1.531760  -0.508956
N  -2.381239  1.606277  -0.527328
C  -3.215939  2.674446  -0.476104
N  -4.445521  2.238760  -0.535720
N  -4.367275  0.918116  -0.615670
N  -3.166348  0.524320  -0.620643
C  -0.248477  2.175226  0.494255
C  -0.896378  2.966146  1.587853
C  1.134266  2.037182  0.458085
C  1.544100  -2.540166  -0.699375
C  0.260964  -2.958279  -0.964200
H  -3.016469  -2.968545  1.329624
H  -3.339882  -1.602446  0.210744
H  -3.978206  -3.223487  -0.146401
H  -1.336183  -1.358620  1.558576
H  0.948302  -0.636097  2.015090
H  3.289285  -0.585622  1.488050
H  3.876523  -2.108086  0.786150
H  4.632047  -0.756293  -0.871443
H  1.530290  0.090930  -2.272884
H  -0.966941  0.272700  -2.234269
H  -2.905590  3.694516  -0.423290
H  -1.031812  4.003305  1.280538
H  -0.261920  2.965017  2.470068
H  -1.870035  2.561015  1.856920
H  1.755731  2.493817  1.212809
H  2.356961  -2.861056  -1.332896
H  0.045376  -3.614221  -1.792643

Atoms 1-2, force components in eV/Å:
C -0.2470 0.1394 0.1576
O 0.2634 -0.0620 -0.2065

Calculated values
Orbital gap, Ha: 0.312
E_HOMO, eV: -8.515
Total energy, eV: -41294.351
Net charge: 0
Energy relative to the best compared isomer or geometry (same formula, charge and spin), kcal per mole: 66.9
M, g mol⁻¹: 359.4

How positive or negative is each atom? The natural (NBO) charges in e answer that: number 1, C, carries -0.265; number 2, O, carries -0.508; number 3, C, carries 0.392; number 4, C, carries -0.335; number 5, C, carries -0.183; number 6, C, carries -0.076; number 7, C, carries -0.262; number 8, N, carries -0.867; number 9, S, carries 2.309; number 10, O, carries -0.945; number 11, O, carries -0.928; number 12, C, carries -0.314; number 13, C, carries -0.161; number 14, C, carries -0.209; number 15, C, carries 0.201; number 16, N, carries -0.228; number 17, C, carries 0.159; number 18, N, carries -0.287; number 19, N, carries -0.057; number 20, N, carries -0.069; number 21, C, carries -0.026; number 22, C, carries -0.640; number 23, C, carries -0.180; number 24, C, carries -0.182; number 25, C, carries -0.281; number 26, H, carries 0.169; number 27, H, carries 0.203; number 28, H, carries 0.200; number 29, H, carries 0.223; number 30, H, carries 0.212; number 31, H, carries 0.219; number 32, H, carries 0.220; number 33, H, carries 0.414; number 34, H, carries 0.248; number 35, H, carries 0.242; number 36, H, carries 0.223; number 37, H, carries 0.225; number 38, H, carries 0.232; number 39, H, carries 0.226; number 40, H, carries 0.249; number 41, H, carries 0.213; number 42, H, carries 0.225